{
  "formula": "C58H67N7O26",
  "method": "ωB97M-V with the def2-TZVPD basis set",
  "species": ["C", "C", "C", "C", "C", "C", "N", "O", "O", "H", "H", "H", "H", "H", "C", "C", "C", "C", "C", "C", "N", "O", "O", "H", "H", "H", "H", "H", "C", "C", "C", "C", "C", "C", "N", "O", "O", "H", "H", "H", "H", "H", "C", "C", "C", "C", "C", "C", "N", "O", "O", "H", "H", "H", "H", "H", "C", "C", "C", "C", "C", "C", "N", "O", "O", "H", "H", "H", "H", "H", "C", "C", "C", "C", "C", "C", "N", "O", "O", "H", "H", "H", "H", "H", "C", "C", "C", "C", "C", "C", "N", "O", "O", "H", "H", "H", "H", "H", "C", "C", "O", "C", "O", "O", "C", "H", "H", "H", "H", "H", "H", "H", "H", "C", "C", "O", "C", "O", "O", "C", "H", "H", "H", "H", "H", "H", "H", "H", "C", "C", "O", "C", "O", "O", "C", "H", "H", "H", "H", "H", "H", "H", "H", "C", "C", "O", "C", "O", "O", "C", "H", "H", "H", "H", "H", "H", "H", "H"],
  "positions_angstrom": [[1.942, 0.130, -0.371], [1.406, -0.858, 0.362], [0.120, -0.892, 0.827], [-0.732, 0.166, 0.357], [-0.221, 1.195, -0.477], [1.110, 1.195, -0.738], [-2.166, 0.112, 0.647], [-2.880, 0.737, -0.025], [-2.477, -0.635, 1.636], [2.962, 0.185, -0.721], [1.997, -1.639, 0.819], [-0.254, -1.734, 1.391], [-0.826, 2.032, -0.793], [1.432, 2.086, -1.256], [-6.603, 1.803, -1.968], [-7.358, 2.715, -2.696], [-7.504, 4.036, -2.203], [-6.861, 4.423, -1.008], [-6.154, 3.389, -0.267], [-5.983, 2.114, -0.774], [-6.954, 5.800, -0.394], [-6.122, 6.075, 0.487], [-7.887, 6.473, -0.737], [-6.399, 0.810, -2.341], [-7.762, 2.461, -3.665], [-7.920, 4.831, -2.804], [-5.815, 3.585, 0.739], [-5.317, 1.452, -0.242], [1.098, -4.968, 1.778], [2.495, -4.834, 1.642], [3.407, -5.507, 2.454], [2.835, -6.352, 3.469], [1.486, -6.449, 3.658], [0.632, -5.704, 2.842], [3.715, -6.922, 4.488], [3.254, -7.742, 5.265], [4.961, -6.604, 4.427], [0.441, -4.401, 1.135], [2.733, -4.057, 0.931], [4.455, -5.339, 2.256], [1.100, -6.928, 4.545], [-0.438, -5.811, 2.949], [4.898, 5.524, 3.058], [5.135, 4.378, 2.295], [4.375, 4.217, 1.148], [3.543, 5.176, 0.670], [3.353, 6.327, 1.477], [4.046, 6.508, 2.682], [2.840, 5.008, -0.666], [3.354, 4.208, -1.431], [1.813, 5.682, -0.938], [5.576, 5.713, 3.876], [5.745, 3.615, 2.757], [4.662, 3.302, 0.650], [2.624, 7.047, 1.134], [4.010, 7.479, 3.153], [-1.824, -3.363, -2.004], [-1.391, -4.410, -1.138], [-2.071, -4.731, 0.035], [-3.246, -3.939, 0.327], [-3.656, -2.878, -0.435], [-2.932, -2.592, -1.656], [-3.954, -4.138, 1.586], [-3.704, -5.137, 2.321], [-4.780, -3.295, 1.912], [-1.144, -3.270, -2.838], [-0.525, -4.998, -1.407], [-1.691, -5.643, 0.471], [-4.378, -2.148, -0.100], [-3.449, -1.917, -2.322], [0.982, -1.462, 5.621], [1.314, -1.967, 6.879], [0.985, -3.234, 7.245], [0.217, -4.101, 6.347], [-0.321, -3.460, 5.245], [0.160, -2.226, 4.785], [-0.104, -5.461, 6.760], [-0.726, -6.198, 5.988], [0.088, -5.805, 7.892], [1.268, -0.447, 5.388], [1.957, -1.303, 7.436], [1.230, -3.608, 8.228], [-0.972, -3.959, 4.542], [-0.195, -1.686, 3.920], [-6.401, 1.382, 4.402], [-5.140, 1.540, 4.014], [-4.128, 0.715, 4.377], [-4.507, -0.338, 5.264], [-5.845, -0.616, 5.554], [-6.821, 0.219, 4.999], [-3.465, -1.331, 5.741], [-2.322, -0.941, 5.758], [-3.765, -2.510, 5.981], [-6.933, 2.219, 3.975], [-4.873, 2.394, 3.410], [-3.083, 0.865, 4.148], [-6.229, -1.539, 5.962], [-7.886, 0.043, 5.014], [5.083, 0.771, -3.903], [5.029, 1.342, -2.504], [5.830, 0.661, -1.619], [7.185, 0.739, -1.740], [7.834, 1.549, -2.390], [7.687, -0.178, -0.928], [9.034, -0.540, -0.910], [5.202, -0.294, -3.708], [5.848, 1.246, -4.517], [4.154, 0.914, -4.457], [4.007, 1.239, -2.142], [5.204, 2.415, -2.576], [9.311, -1.193, -0.082], [9.588, 0.397, -0.857], [9.357, -1.061, -1.811], [1.803, 1.052, -8.894], [1.650, 1.261, -7.393], [0.412, 0.771, -6.828], [-0.237, 1.655, -6.073], [-0.118, 2.885, -6.138], [-1.011, 1.003, -5.259], [-1.438, 1.619, -4.059], [1.848, 2.056, -9.316], [0.902, 0.585, -9.290], [2.636, 0.430, -9.223], [2.097, 2.205, -7.079], [2.264, 0.423, -7.062], [-1.912, 0.779, -3.551], [-2.160, 2.332, -4.456], [-0.578, 2.070, -3.563], [-0.685, 2.674, 4.315], [-1.676, 3.809, 3.956], [-1.460, 4.313, 2.640], [-2.154, 3.846, 1.550], [-3.172, 3.144, 1.711], [-1.708, 4.370, 0.409], [-2.329, 4.219, -0.884], [-0.710, 1.828, 3.628], [-0.775, 2.172, 5.278], [0.359, 2.990, 4.325], [-1.544, 4.630, 4.660], [-2.633, 3.310, 4.109], [-1.448, 4.092, -1.512], [-2.865, 5.089, -1.264], [-2.977, 3.347, -0.793], [1.441, -2.710, -9.064], [2.378, -2.774, -7.873], [1.676, -2.354, -6.781], [2.282, -2.028, -5.542], [3.508, -1.997, -5.310], [1.224, -1.729, -4.647], [1.632, -1.256, -3.317], [1.974, -2.928, -9.990], [0.891, -1.777, -9.185], [0.595, -3.364, -8.855], [3.230, -2.112, -8.030], [2.634, -3.744, -7.448], [2.708, -1.288, -3.150], [1.204, -1.974, -2.617], [1.227, -0.267, -3.101]],
  "atomic_forces_ev_per_a": [[0.9, 2.3, -1.6], [0.1, -2.2, 2.3], [-1.2, 1.4, -1.0], [-2.2, -1.0, 0.5], [-0.7, -0.5, 1.0], [0.1, 0.4, -0.6], [8.1, -3.5, 3.3], [-5.5, 3.8, -4.0], [-0.9, -0.2, 0.1], [0.2, -0.4, 0.4], [0.7, -0.3, -0.5], [-0.2, 0.3, 0.1], [-0.2, -0.2, 0.1], [0.7, -0.1, -0.3], [0.2, -0.5, -0.6], [0.3, 1.1, 0.9], [1.2, 0.5, 0.4], [0.7, -2.7, 0.7], [-1.0, 1.9, -0.3], [-0.2, 1.2, 0.1], [1.2, -1.9, 1.0], [-1.2, -0.1, -1.5], [-0.3, 0.9, -0.3], [-0.3, -0.1, -0.3], [-0.1, 0.0, 0.0], [-0.5, -0.1, -0.1], [0.4, 0.4, -0.1], [-0.1, -0.3, 0.0], [1.2, 0.0, 0.9], [-0.7, 0.2, 0.1], [-1.6, -0.2, 0.0], [1.4, 1.6, -0.9], [-0.5, 0.7, 0.4], [-0.7, -1.0, -0.7], [3.2, -0.6, -0.4], [0.5, 0.9, -0.4], [-3.6, -0.8, 0.4], [-0.1, 0.0, 0.0], [0.9, -0.3, -0.2], [0.1, -0.3, 0.6], [0.0, -0.3, -0.2], [-0.1, 0.1, 0.4], [2.1, -0.6, 0.5], [-1.7, 1.2, 1.2], [2.2, -2.2, -0.3], [-1.1, 1.8, 0.8], [-0.7, -0.5, -0.9], [-0.9, 0.5, -2.0], [-1.1, 0.8, -0.3], [-0.4, 0.5, 0.6], [2.5, -1.3, 1.1], [-0.2, -0.1, 0.5], [0.2, -0.2, -0.6], [-0.7, 0.0, -0.7], [0.1, 0.2, -0.1], [-0.2, -0.2, 0.3], [0.3, -0.7, 1.4], [-1.1, 0.9, 0.3], [-0.9, 0.9, -1.6], [1.7, -1.0, 0.5], [1.9, 0.6, -1.7], [-0.8, -1.4, 0.8], [-0.7, -1.1, 2.7], [0.0, 1.8, -2.0], [0.6, -0.7, -0.5], [-0.6, 0.7, -0.6], [0.1, 0.0, -0.1], [-0.6, 0.2, 1.0], [-0.3, -0.4, 0.1], [0.6, 0.5, -0.1], [-0.9, -1.0, -0.1], [0.7, 0.9, -1.0], [-1.1, -2.5, -0.4], [1.1, 3.2, 1.4], [0.6, -0.9, -1.9], [0.4, 1.4, 1.6], [-2.4, -0.7, -0.8], [0.8, 0.9, -0.5], [1.1, 0.3, 1.3], [0.1, 0.0, -0.3], [-0.1, -0.3, 0.8], [0.2, -0.2, -0.1], [-0.3, -0.4, 0.3], [-0.4, -0.7, -0.4], [-1.7, 0.5, -1.0], [3.0, 1.5, -0.9], [0.7, -2.4, 2.5], [0.1, -0.4, -0.5], [-0.6, -0.1, -1.3], [0.0, 0.5, 0.7], [-0.4, -1.1, -0.7], [0.3, 0.5, 0.2], [-0.4, 1.8, -0.1], [-1.5, -0.4, 0.4], [0.0, 0.1, -0.2], [-0.1, -0.1, -0.3], [0.7, -0.1, 0.4], [0.0, -0.4, 0.5], [-0.1, -0.2, 0.1], [-1.8, 1.8, -1.8], [2.3, -0.8, 1.1], [0.4, 1.5, -0.6], [-1.2, -1.4, 0.7], [-1.5, -1.3, 0.7], [1.5, 1.1, -0.7], [0.3, -0.2, -0.9], [0.4, -0.5, 0.2], [-0.2, 0.0, 0.3], [0.1, -0.1, 0.3], [0.4, 0.1, 0.6], [-0.8, 0.3, 0.2], [0.5, -0.2, 0.1], [-0.3, 0.1, -0.3], [-1.5, 1.2, -0.5], [1.8, -3.0, -0.3], [0.1, 1.3, -0.5], [0.4, 2.7, -0.4], [-0.1, -2.1, 0.3], [0.4, -1.8, -0.3], [-0.7, 0.2, -1.1], [0.2, -0.2, -0.6], [-0.1, 0.0, 0.0], [0.2, 0.2, 0.4], [-1.0, 0.0, 0.5], [0.7, 0.5, 0.8], [0.1, 0.5, 0.6], [-0.2, 0.5, 1.1], [-0.3, 0.0, 0.3], [1.1, -0.1, -0.4], [0.4, -2.0, 0.8], [0.5, 0.2, -1.7], [-3.5, -1.1, 1.6], [2.5, 1.5, -0.9], [0.7, 0.9, 1.5], [0.3, -1.0, 0.6], [-0.3, 0.2, -0.5], [-0.8, 0.5, 0.3], [0.1, 0.4, -0.3], [-0.2, 0.1, -0.3], [-0.5, 0.7, -0.5], [-0.4, -0.4, -0.3], [-0.1, 0.2, 0.8], [0.0, -0.1, -0.6], [-0.6, -0.5, 0.3], [1.1, -0.1, -0.2], [-1.7, 2.9, 5.3], [0.4, 0.2, -0.1], [-4.0, -0.2, -0.9], [2.9, -0.3, -1.7], [-0.1, -0.9, 0.0], [-0.2, -0.3, 0.0], [0.7, 0.5, 0.3], [0.2, -0.6, -0.4], [0.4, -0.3, 0.0], [1.0, -0.7, -1.8], [0.0, 0.1, -0.5], [-0.2, 0.2, 0.1], [0.0, -0.1, -0.4]],
  "lowdin_charge": [-0.146, -0.153, -0.032, -0.126, -0.043, -0.126, -0.461, -0.032, -0.102, 0.077, 0.088, 0.083, 0.076, 0.090, -0.083, -0.068, -0.016, -0.099, 0.005, -0.062, -0.352, 0.052, 0.081, 0.103, 0.098, 0.105, 0.101, 0.099, -0.060, -0.064, 0.022, -0.145, -0.006, -0.069, -0.311, 0.078, 0.015, 0.083, 0.093, 0.110, 0.105, 0.106, -0.101, -0.051, -0.028, -0.113, 0.012, -0.077, -0.301, 0.061, 0.055, 0.104, 0.110, 0.120, 0.111, 0.109, -0.060, -0.089, -0.003, -0.144, 0.009, -0.034, -0.320, 0.026, 0.070, 0.092, 0.099, 0.105, 0.116, 0.098, -0.062, -0.096, 0.004, -0.108, -0.011, -0.056, -0.348, 0.049, 0.085, 0.104, 0.103, 0.107, 0.112, 0.099, -0.103, -0.111, 0.026, -0.088, -0.006, -0.063, -0.318, 0.065, 0.059, 0.112, 0.097, 0.102, 0.114, 0.104, -0.053, -0.270, 0.031, -0.542, 0.118, 0.002, -0.056, 0.084, 0.080, 0.072, 0.099, 0.120, 0.095, 0.094, 0.097, -0.066, -0.191, 0.041, -0.607, 0.091, -0.008, -0.011, 0.071, 0.071, 0.074, 0.132, 0.100, 0.102, 0.101, 0.098, -0.069, -0.197, 0.016, -0.492, 0.068, -0.009, -0.009, 0.071, 0.071, 0.066, 0.121, 0.093, 0.087, 0.095, 0.080, -0.050, -0.272, -0.039, -0.411, 0.078, -0.038, -0.018, 0.081, 0.063, 0.080, 0.121, 0.136, 0.080, 0.082, 0.080],
  "total_charge": -1,
  "s2": 0.766,
  "homo_lumo_gap_ev": [3.342, 7.161],
  "lumo_energy_ha": [0.0345, 0.0345],
  "mol_weight_g_mol": 1278.20,
  "total_energy_ev": -124875.0759,
  "e_homo_ev": [-2.402, -6.222],
  "spin_multiplicity": 2
}